# 1
C4H4HoO | ωB97M-V with the def2-TZVPD basis set

Positions of all 10 atoms, in Å:
H (-1.212, 2.508, 0.806)
C (-0.714, 1.688, 0.276)
C (-1.294, 0.539, 0.160)
C (-1.476, -0.785, -0.035)
H (-1.912, -1.138, -0.975)
H (-1.662, -1.438, 0.823)
C (1.855, -0.727, -0.539)
O (2.369, -0.642, 0.620)
Ho (1.960, 1.693, -0.072)
H (2.086, -1.698, -1.063)

Calculated values
HOMO energy (spin up / spin down)   -0.239 / -0.283 hartree
LUMO energy (spin up / spin down)   -0.41 / -1.14 eV
2S+1   6
Kohn-Sham gap (spin up / spin down)   6.1 / 6.6 eV
Calculated total energy   -32050.603 eV

=====

# 2
C4H4I2Si | ωB97M-V with the def2-TZVPD basis set

Positions of all 11 atoms, in Å:
C (-0.997, -0.965, -0.237)
C (-0.182, -0.058, 0.491)
C (-0.492, -1.687, -1.280)
C (0.872, 0.304, -0.270)
Si (1.279, -0.970, -1.626)
I (4.136, 1.934, 1.406)
I (2.892, -2.287, -0.417)
H (-2.051, -1.084, 0.074)
H (-0.471, 0.363, 1.421)
H (-1.107, -2.231, -1.994)
H (1.758, -0.632, -3.008)

Calculated values
HOMO energy (spin up / spin down)   -0.331 / -0.325 hartree
LUMO energy (spin up / spin down)   -0.87 / -2.99 eV
Kohn-Sham gap (spin up / spin down)   8.1 / 5.9 eV
Calculated total energy   -28288.135 eV

=====

# 3
C4H4I2Si | ωB97M-V with the def2-TZVPD basis set

Positions of all 11 atoms, in Å:
I (-2.487, -2.055, -0.106)
C (-0.889, -0.793, -0.072)
C (0.189, -1.175, 0.851)
C (1.322, -0.243, 0.638)
C (1.089, 0.739, -0.235)
Si (-0.564, 0.823, -0.985)
I (-2.129, 2.397, 0.119)
H (0.163, -1.852, 1.707)
H (2.281, -0.282, 1.037)
H (1.915, 1.353, -0.494)
H (-0.889, 1.089, -2.459)

Calculated values
HOMO energy   -0.308 hartree
Structure (SMILES)   IC1=CC=C[Si@@H]1I
LUMO energy   -0.95 eV
Kohn-Sham gap   7.4 eV
Calculated total energy   -28290.622 eV

=====

# 4
C4H4I3O2 | ωB97M-V with the def2-TZVPD basis set

Positions of all 13 atoms, in Å:
C (-1.994, 1.782, 0.374)
C (0.887, -0.229, -0.294)
C (-2.178, 0.483, 1.169)
C (0.097, -1.459, 0.088)
O (-1.776, 1.777, -0.773)
O (-2.232, 2.547, 1.341)
I (-4.082, -0.404, 1.219)
I (-0.341, -2.658, -1.661)
I (1.174, -2.568, 1.547)
H (1.574, -0.498, -1.003)
H (1.233, 0.351, 0.635)
H (0.149, 0.447, -0.752)
H (-1.607, 0.476, 2.035)

Calculated values
HOMO energy (spin up / spin down)   -0.182 / -0.121 hartree
LUMO energy (spin up / spin down)   2.47 / 1.80 eV
Net charge   -1
Kohn-Sham gap (spin up / spin down)   7.4 / 5.1 eV
Calculated total energy   -32607.363 eV

=====

# 5
C4H4IN2 | ωB97M-V with the def2-TZVPD basis set

Positions of all 11 atoms, in Å:
I (1.338, -1.307, 3.063)
C (0.573, -1.513, 0.999)
C (1.560, -1.507, -0.040)
C (1.851, -0.525, -0.880)
N (1.091, 0.562, -1.136)
C (0.060, 0.620, -0.294)
N (-0.206, -0.283, 0.626)
H (-0.088, -2.380, 1.015)
H (1.286, 1.259, -1.851)
H (-0.614, 1.466, -0.375)
H (-0.997, -0.109, 1.242)

Calculated values
HOMO energy (spin up / spin down)   -0.501 / -0.501 hartree
Structure (SMILES)   I[C@@H]1C#C[NH+]=CN1
LUMO energy (spin up / spin down)   -6.02 / -5.97 eV
Net charge   +1
Kohn-Sham gap (spin up / spin down)   7.6 / 7.7 eV
Calculated total energy   -15282.047 eV

=====

# 6
C4H4IN3O2 | ωB97M-V with the def2-TZVPD basis set

Positions of all 14 atoms, in Å:
C (0.443, -0.297, 1.239)
C (0.733, 0.483, 0.062)
C (-1.030, -1.619, 0.130)
C (1.557, 1.751, 0.137)
N (-0.512, -1.170, 1.125)
N (0.018, 0.194, -0.976)
N (-2.251, -2.018, -0.398)
O (-2.784, -2.694, 0.484)
O (-2.663, -1.774, -1.506)
I (0.239, 1.026, -2.820)
H (0.812, 0.013, 2.124)
H (2.513, 1.666, -0.482)
H (0.992, 2.522, -0.148)
H (1.933, 1.916, 1.027)

Calculated values
HOMO energy (spin up / spin down)   -0.257 / -0.350 hartree
LUMO energy (spin up / spin down)   -0.75 / -2.58 eV
2S+1   3
Kohn-Sham gap (spin up / spin down)   6.2 / 6.9 eV
Calculated total energy   -20869.418 eV

=====

In the order shown, the computed F_max values come out to 3.60 3.44 5.01 5.60 8.76 5.94 eV/Å.